{
  "formula": "C22H52N6O18",
  "method": "ωB97M-V/def2-TZVPD",
  "orbital_gap_ev": 8.95,
  "charge": 2,
  "fmax_ev_per_a": 3.55,
  "homo_ev": -13.288,
  "e_tot_ha": -2551.9570,
  "elements": ["C", "C", "O", "N", "H", "H", "C", "H", "H", "H", "H", "H", "H", "C", "C", "O", "N", "H", "H", "C", "H", "H", "H", "H", "H", "H", "C", "C", "O", "N", "H", "H", "C", "H", "H", "H", "H", "H", "H", "C", "C", "O", "N", "H", "H", "C", "H", "H", "H", "H", "H", "H", "C", "C", "O", "N", "H", "H", "C", "H", "H", "H", "H", "H", "H", "C", "C", "O", "N", "H", "H", "C", "H", "H", "H", "H", "H", "H", "O", "C", "O", "O", "H", "O", "C", "O", "O", "H", "O", "C", "O", "O", "H", "O", "C", "O", "O", "H"],
  "positions_angstrom": [[1.428, -7.720, 13.357], [2.523, -8.238, 12.424], [2.150, -8.932, 11.498], [3.737, -7.639, 12.588], [3.635, -6.953, 13.331], [0.637, -12.119, 10.885], [4.744, -7.454, 11.616], [0.539, -8.224, 12.951], [1.260, -6.648, 13.280], [1.538, -7.959, 14.405], [5.056, -6.382, 11.550], [4.389, -7.787, 10.669], [5.595, -7.985, 12.022], [-5.328, -17.530, 15.526], [-3.938, -17.152, 14.916], [-2.935, -17.078, 15.613], [-3.850, -16.949, 13.604], [-2.684, -14.868, 13.017], [-2.857, -17.042, 13.330], [-4.927, -16.930, 12.627], [-6.244, -16.890, 15.314], [-5.193, -17.644, 16.605], [-5.682, -18.520, 15.212], [-5.488, -17.853, 12.628], [-4.516, -16.698, 11.680], [-5.616, -16.082, 12.834], [-5.339, -12.845, 14.656], [-5.529, -12.277, 13.331], [-6.229, -12.542, 12.413], [-4.934, -10.828, 13.312], [-4.133, -10.761, 13.939], [-4.629, -10.633, 12.371], [-6.077, -9.941, 13.798], [-5.631, -13.889, 14.672], [-6.007, -12.359, 15.409], [-4.306, -12.751, 15.024], [-5.710, -8.934, 13.884], [-6.443, -10.310, 14.734], [-6.858, -10.005, 13.095], [-1.489, -12.640, 17.822], [-2.632, -13.479, 18.170], [-3.627, -13.399, 18.802], [-2.440, -14.896, 17.608], [-2.320, -14.994, 16.585], [-1.510, -15.249, 17.877], [-3.581, -15.790, 18.116], [-1.646, -11.710, 18.361], [-1.439, -12.534, 16.757], [-0.643, -13.182, 18.231], [-4.507, -15.240, 17.951], [-3.499, -15.982, 19.173], [-3.550, -16.600, 17.457], [0.637, -14.078, 8.104], [-0.608, -13.427, 7.617], [-1.308, -12.683, 8.278], [-1.099, -13.777, 6.383], [-2.052, -11.682, 9.448], [-0.381, -14.030, 5.714], [-2.299, -13.145, 5.887], [0.273, -14.896, 8.706], [1.038, -13.383, 8.751], [1.355, -14.344, 7.264], [-2.157, -12.189, 5.328], [-3.049, -12.939, 6.713], [-2.864, -13.877, 5.314], [1.247, -14.119, 13.351], [0.378, -15.185, 12.864], [-0.806, -14.999, 12.715], [0.856, -16.393, 12.585], [2.190, -10.418, 9.186], [1.828, -16.577, 12.762], [0.126, -17.467, 12.053], [0.716, -13.634, 14.131], [1.556, -13.465, 12.584], [2.049, -14.498, 13.915], [-0.959, -17.556, 12.277], [0.505, -18.436, 12.378], [0.101, -17.403, 10.940], [-2.309, -12.050, 13.198], [-2.415, -13.233, 13.823], [-3.181, -14.098, 13.209], [-2.083, -13.179, 14.986], [-2.005, -12.119, 12.259], [-2.923, -9.496, 9.101], [-3.177, -10.250, 10.189], [-3.834, -9.862, 11.102], [-2.752, -11.438, 10.040], [-3.443, -8.686, 9.061], [4.462, -11.996, 10.258], [3.145, -11.959, 10.125], [2.792, -11.202, 9.040], [2.393, -12.440, 10.898], [4.754, -12.579, 10.995], [-0.273, -11.687, 11.194], [-0.176, -17.586, 17.992], [-0.036, -18.047, 19.063], [-0.303, -16.987, 16.956], [-0.041, -10.827, 11.641]]
}